Record 1
{"formula": "C31H36BrF6N5O8S3Tb", "method": "ωB97M-V with the def2-TZVPD basis set", "species": ["Tb", "O", "C", "C", "C", "C", "C", "C", "C", "O", "N", "N", "C", "C", "Br", "C", "C", "C", "C", "C", "C", "C", "H", "H", "H", "H", "H", "H", "H", "H", "H", "H", "H", "H", "H", "H", "F", "C", "F", "F", "S", "O", "O", "N", "S", "O", "O", "C", "F", "F", "F", "N", "C", "C", "C", "C", "C", "C", "H", "H", "H", "H", "H", "H", "H", "C", "N", "C", "C", "O", "H", "H", "H", "H", "H", "H", "H", "O", "S", "C", "C", "C", "C", "H", "H", "H", "H", "H", "H", "H", "H"], "coordinates": [[-0.797, -0.036, -0.542], [2.434, 0.927, -3.316], [3.099, -0.243, -3.586], [4.271, -0.205, -4.338], [4.967, -1.362, -4.639], [4.491, -2.587, -4.195], [3.323, -2.616, -3.452], [2.617, -1.463, -3.115], [1.369, -1.652, -2.262], [0.559, -0.579, -2.118], [1.835, -2.077, -0.904], [1.236, -1.590, 0.169], [1.613, -1.940, 1.341], [1.026, -1.332, 2.531], [0.517, 0.491, 2.254], [0.836, -1.839, 3.741], [0.991, -3.243, 4.167], [0.976, -3.506, 5.539], [1.084, -4.800, 6.024], [1.204, -5.865, 5.141], [1.208, -5.622, 3.773], [1.098, -4.326, 3.290], [2.908, 1.643, -3.749], [4.635, 0.755, -4.695], [5.874, -1.304, -5.228], [5.011, -3.504, -4.440], [2.924, -3.578, -3.134], [0.834, -2.514, -2.680], [2.601, -2.726, -0.804], [2.424, -2.653, 1.479], [0.509, -1.157, 4.519], [0.886, -2.677, 6.234], [1.073, -4.979, 7.092], [1.288, -6.878, 5.515], [1.294, -6.448, 3.077], [1.067, -4.166, 2.219], [-4.870, 1.874, -3.276], [-5.061, 1.156, -2.187], [-6.094, 0.352, -2.330], [-5.246, 1.956, -1.142], [-3.574, 0.152, -1.819], [-2.417, 1.070, -1.810], [-3.821, -0.432, -0.521], [-3.571, -0.838, -3.042], [-2.197, -1.649, -3.105], [-2.247, -2.883, -3.806], [-1.692, -1.695, -1.707], [-1.218, -0.618, -4.363], [-0.875, 0.591, -3.991], [-0.166, -1.317, -4.730], [-2.088, -0.531, -5.377], [0.479, 2.084, -1.202], [1.657, 2.540, -0.514], [1.722, 3.834, -0.022], [2.842, 4.255, 0.687], [3.903, 3.388, 0.896], [3.837, 2.093, 0.390], [2.720, 1.667, -0.309], [-0.104, 2.865, -1.468], [0.767, 1.585, -2.046], [0.897, 4.521, -0.192], [2.884, 5.269, 1.067], [4.778, 3.717, 1.441], [4.664, 1.410, 0.542], [2.668, 0.662, -0.710], [-1.502, -4.283, 0.120], [-2.661, -3.604, 0.692], [-3.903, -4.362, 0.809], [-2.591, -2.355, 1.116], [-1.575, -1.642, 1.065], [-1.152, -5.061, 0.800], [-0.707, -3.566, -0.044], [-1.781, -4.734, -0.831], [-3.870, -5.047, 1.657], [-4.054, -4.937, -0.101], [-4.743, -3.681, 0.930], [-3.523, -1.976, 1.540], [-1.886, 1.484, 0.794], [-2.960, 2.517, 1.102], [-4.272, 1.618, 1.959], [-3.786, 1.445, 3.391], [-3.279, 2.827, 3.790], [-2.383, 3.300, 2.643], [-4.437, 0.703, 1.397], [-5.163, 2.251, 1.895], [-2.971, 0.715, 3.415], [-4.583, 1.089, 4.044], [-2.731, 2.821, 4.732], [-4.125, 3.508, 3.906], [-1.359, 2.941, 2.734], [-2.374, 4.381, 2.501]], "homo_lumo_gap_ev": [8.0, 8.0], "s2": 12.61, "spin_multiplicity": 7, "largest_force_ha_per_bohr": 0.0442, "total_charge": 1, "lumo_energy_ev": [-2.2, -2.2]}

=====

Record 2
{"formula": "C31H36CdN8O3S4", "method": "ωB97M-V with the def2-TZVPD basis set", "species": ["Cd", "C", "N", "C", "C", "C", "C", "C", "C", "C", "N", "C", "C", "C", "C", "C", "C", "N", "C", "C", "H", "H", "H", "H", "H", "H", "H", "H", "H", "H", "H", "H", "H", "H", "H", "H", "H", "H", "H", "H", "C", "C", "N", "N", "C", "S", "N", "N", "H", "H", "H", "H", "H", "H", "S", "C", "C", "C", "C", "C", "C", "S", "H", "H", "H", "H", "N", "C", "C", "C", "C", "C", "C", "S", "O", "O", "O", "H", "H", "H", "H", "H", "H"], "coordinates": [[0.743, 1.380, 0.719], [-1.469, -0.071, 2.624], [-0.208, 0.590, 2.967], [-0.437, 1.734, 3.833], [0.752, -0.375, 3.420], [0.937, -0.658, 4.758], [1.802, -1.666, 5.182], [2.455, -2.413, 4.216], [2.295, -2.137, 2.866], [1.475, -1.080, 2.413], [1.295, -0.743, 1.105], [2.078, -1.394, 0.133], [3.458, -1.207, 0.093], [4.243, -1.708, -0.931], [3.639, -2.413, -1.959], [2.269, -2.636, -1.930], [1.473, -2.158, -0.886], [0.077, -2.393, -0.855], [-0.514, -2.878, -2.080], [-0.373, -3.178, 0.284], [-1.948, -0.493, 3.520], [-2.141, 0.650, 2.157], [-1.269, -0.879, 1.920], [-0.983, 1.467, 4.751], [0.515, 2.195, 4.090], [-1.030, 2.466, 3.281], [0.385, -0.086, 5.494], [1.939, -1.868, 6.237], [3.112, -3.225, 4.509], [2.832, -2.729, 2.137], [3.898, -0.598, 0.875], [5.308, -1.513, -0.946], [4.225, -2.796, -2.787], [1.819, -3.200, -2.736], [-0.243, -3.924, -2.308], [-1.600, -2.825, -2.000], [-0.206, -2.261, -2.923], [-0.061, -4.232, 0.194], [0.025, -2.775, 1.210], [-1.464, -3.155, 0.334], [-1.326, -0.388, -5.063], [0.019, -0.062, -4.533], [1.163, -0.299, -5.110], [2.084, 0.195, -4.233], [1.552, 0.722, -3.116], [2.321, 1.490, -1.842], [0.221, 0.547, -3.321], [-0.741, 0.827, -2.354], [-1.237, -0.867, -6.033], [-1.949, 0.496, -5.201], [-1.858, -1.057, -4.384], [3.067, 0.117, -4.414], [-1.661, 0.748, -2.780], [-0.612, 1.780, -2.006], [-1.287, 2.744, 0.222], [-0.705, 4.342, 0.719], [-1.615, 5.396, 0.565], [-1.307, 6.698, 0.909], [-0.045, 6.979, 1.425], [0.865, 5.952, 1.582], [0.575, 4.619, 1.243], [1.867, 3.453, 1.527], [-2.592, 5.163, 0.158], [-2.040, 7.484, 0.772], [0.228, 7.991, 1.701], [1.851, 6.162, 1.980], [-3.148, -0.341, -0.307], [-3.711, -0.341, -1.596], [-4.041, -1.549, -2.212], [-4.562, -1.571, -3.497], [-4.789, -0.387, -4.187], [-4.517, 0.820, -3.558], [-3.980, 0.848, -2.276], [-5.310, -0.422, -5.901], [-6.031, -1.679, -6.050], [-4.045, -0.381, -6.635], [-6.125, 0.771, -6.076], [-2.346, -0.960, -0.248], [-2.849, 0.581, -0.010], [-3.890, -2.473, -1.665], [-4.810, -2.506, -3.984], [-4.723, 1.739, -4.092], [-3.743, 1.793, -1.796]], "homo_lumo_gap_ev": 6.7, "largest_force_ha_per_bohr": 0.0023, "total_charge": -2, "lumo_energy_ev": 4.2}

=====

Record 3
{"formula": "C31H36F5N7OPPt", "method": "ωB97M-V with the def2-TZVPD basis set", "species": ["Pt", "N", "C", "C", "C", "C", "C", "N", "C", "C", "C", "C", "C", "N", "H", "H", "H", "H", "H", "H", "H", "H", "H", "F", "C", "C", "C", "F", "C", "F", "C", "F", "C", "F", "C", "C", "C", "C", "P", "N", "C", "C", "C", "C", "C", "C", "C", "C", "H", "H", "H", "H", "H", "H", "H", "H", "H", "H", "H", "H", "H", "H", "H", "H", "H", "H", "H", "H", "H", "H", "H", "H", "H", "H", "H", "O", "N", "C", "C", "N", "C", "N"], "coordinates": [[-0.044, -0.803, -0.260], [2.767, -1.336, 1.230], [2.834, -0.222, 0.393], [3.929, 0.627, 0.499], [4.102, 1.599, -0.462], [3.193, 1.694, -1.504], [2.091, 0.872, -1.479], [1.891, -0.065, -0.533], [2.158, -2.547, 0.955], [2.799, -3.713, 1.397], [2.209, -4.936, 1.179], [0.985, -4.987, 0.523], [0.419, -3.798, 0.123], [0.983, -2.602, 0.326], [3.557, -1.421, 1.846], [4.630, 0.502, 1.314], [4.940, 2.282, -0.398], [3.273, 2.452, -2.268], [1.311, 0.954, -2.217], [3.756, -3.635, 1.896], [2.702, -5.841, 1.511], [0.474, -5.920, 0.335], [-0.545, -3.732, -0.359], [-1.338, 0.855, 2.004], [-1.599, 1.438, 0.816], [-0.908, 1.040, -0.323], [-1.299, 1.715, -1.468], [-0.761, 1.394, -2.671], [-2.250, 2.721, -1.504], [-2.592, 3.307, -2.662], [-2.880, 3.092, -0.336], [-3.813, 4.054, -0.338], [-2.552, 2.437, 0.836], [-3.180, 2.770, 1.976], [-4.270, 0.209, -0.741], [-4.585, -0.988, 0.172], [-6.056, -1.374, -0.026], [-4.399, -0.465, 1.610], [-3.220, -2.302, -0.122], [-1.850, -1.654, -0.182], [-3.646, -3.200, -1.760], [-2.374, -3.845, -2.336], [-4.763, -4.241, -1.658], [-4.049, -2.152, -2.808], [-3.414, -3.600, 1.292], [-2.583, -3.068, 2.472], [-4.839, -3.888, 1.787], [-2.812, -4.970, 0.881], [-4.695, 1.115, -0.301], [-4.697, 0.106, -1.735], [-3.193, 0.343, -0.835], [-6.669, -0.496, 0.204], [-6.387, -2.179, 0.627], [-6.282, -1.657, -1.053], [-4.902, 0.501, 1.704], [-3.344, -0.307, 1.837], [-4.822, -1.122, 2.366], [-2.122, -4.807, -1.888], [-1.528, -3.163, -2.229], [-2.524, -4.033, -3.403], [-4.501, -5.070, -1.002], [-4.954, -4.659, -2.653], [-5.698, -3.809, -1.302], [-3.313, -1.348, -2.862], [-5.028, -1.720, -2.622], [-4.093, -2.638, -3.787], [-3.071, -2.246, 2.990], [-1.611, -2.708, 2.131], [-2.434, -3.876, 3.196], [-5.333, -3.018, 2.208], [-4.779, -4.639, 2.582], [-5.474, -4.298, 1.001], [-1.965, -5.223, 1.520], [-2.466, -5.018, -0.145], [-3.554, -5.764, 0.997], [1.430, 2.629, 0.827], [1.249, 3.678, 1.482], [1.239, 4.822, 0.771], [1.052, 6.049, 1.463], [0.896, 7.053, 2.012], [1.509, 4.828, -0.629], [1.752, 4.849, -1.759]], "homo_lumo_gap_ev": 6.7, "largest_force_ha_per_bohr": 0.0266, "total_charge": -1, "lumo_energy_ev": 1.9}

=====

For the records above, the corresponding relative energy (zero: lowest compared OMol25 entry of this formula, charge and spin) values read 27.8, 0.0, 64.9 kJ/mol.
For the records above, the corresponding total energy values read -7270.65303, -3627.33409, -2621.38076 Ha.